(1)
{"formula": "C31H68BO3", "method": "ωB97M-V with the def2-TZVPD basis set", "elements": ["O", "O", "O", "C", "C", "C", "C", "C", "C", "C", "C", "C", "C", "C", "C", "C", "C", "C", "C", "C", "C", "C", "C", "C", "C", "C", "C", "C", "C", "C", "C", "C", "C", "C", "B", "H", "H", "H", "H", "H", "H", "H", "H", "H", "H", "H", "H", "H", "H", "H", "H", "H", "H", "H", "H", "H", "H", "H", "H", "H", "H", "H", "H", "H", "H", "H", "H", "H", "H", "H", "H", "H", "H", "H", "H", "H", "H", "H", "H", "H", "H", "H", "H", "H", "H", "H", "H", "H", "H", "H", "H", "H", "H", "H", "H", "H", "H", "H", "H", "H", "H", "H", "H"], "coordinates": [[4.835, -0.765, 1.040], [6.199, 0.651, -0.340], [0.104, 2.353, -1.528], [5.256, 0.599, 0.642], [3.039, -0.463, -0.854], [4.121, 8.423, 2.255], [1.828, -5.221, 2.170], [3.441, -1.042, 0.658], [-4.712, -1.908, -1.410], [0.186, -5.238, -0.496], [5.456, 8.806, 1.634], [2.011, 5.479, 1.244], [-1.637, 0.034, 0.234], [-7.608, -3.318, 0.532], [4.416, 5.871, 1.970], [1.477, -0.810, -3.112], [-0.722, -0.809, -4.794], [-0.038, -1.359, -3.412], [-0.664, 1.947, -4.540], [-0.354, -4.789, 0.853], [-2.236, 1.277, -0.660], [-6.037, -1.270, 0.669], [3.442, 5.741, 0.799], [-8.878, -2.563, 0.893], [-6.350, -2.696, 1.140], [4.628, 1.989, 1.278], [-0.140, 0.620, -5.346], [-5.876, -1.109, -0.845], [1.334, -6.495, 2.858], [0.642, -6.223, 4.184], [1.863, -1.362, -1.581], [-1.824, 1.663, -3.417], [4.141, 7.044, 2.919], [0.730, -4.226, 1.776], [-1.220, 1.794, -1.867], [-1.253, -0.880, -0.402], [-2.535, -0.390, 0.895], [3.474, 6.636, 0.167], [-0.795, -1.211, -2.507], [-8.861, -1.538, 0.515], [3.326, -2.229, 0.676], [-2.660, 2.501, -3.561], [-6.447, -2.686, 2.234], [-0.252, -5.607, 4.056], [6.248, 8.811, 2.389], [2.539, -4.709, 2.832], [5.176, 2.970, 0.882], [-0.790, 0.401, 0.985], [1.201, -3.365, 1.288], [-6.824, -0.590, 1.013], [3.973, -0.470, -1.595], [-1.152, 2.685, -5.342], [1.618, 6.301, 1.848], [1.359, 5.368, 0.370], [0.914, -6.048, -0.392], [5.744, 8.116, 0.836], [2.674, -0.642, 1.480], [2.287, -2.464, -1.726], [3.503, 2.059, 0.888], [-4.626, -1.736, -2.488], [2.577, 0.632, -0.740], [0.281, 2.535, -4.127], [1.614, 0.350, -3.193], [2.312, -1.285, -3.821], [0.252, -3.833, 2.680], [2.195, -7.148, 3.041], [0.661, -7.055, 2.198], [3.332, 8.477, 1.498], [-0.480, -1.617, -5.638], [0.057, -2.542, -3.533], [-6.800, -1.385, -1.364], [-9.750, -3.063, 0.457], [4.904, 7.039, 3.707], [-1.889, -0.841, -4.653], [3.768, 4.908, 0.165], [0.331, -7.165, 4.648], [2.402, -5.503, 1.278], [-3.770, -1.606, -0.942], [-5.116, -0.937, 1.162], [-3.288, 0.998, -1.134], [-0.542, 0.731, -6.464], [4.674, 2.037, 2.455], [-1.105, -4.008, 0.684], [-4.846, -2.982, -1.256], [3.865, 9.170, 3.016], [3.184, 6.885, 3.428], [1.950, 4.557, 1.831], [4.401, 4.941, 2.555], [-7.698, -4.348, 0.898], [5.436, 5.956, 1.572], [0.904, -1.426, -0.900], [5.395, 9.808, 1.199], [-0.631, -5.605, -1.125], [-7.517, -3.389, -0.558], [-5.709, -0.048, -1.064], [1.318, -5.711, 4.877], [-0.880, -5.620, 1.335], [0.668, -4.405, -1.018], [1.026, 0.692, -5.420], [0.771, 1.602, -1.617], [-2.444, 2.172, 0.090], [-9.014, -2.530, 1.979], [-5.494, -3.348, 0.922]], "forces_ev_per_angstrom": [[-0.4, 3.5, -1.1], [-6.1, -0.2, 6.7], [0.3, -2.7, -0.1], [4.5, -0.3, -4.9], [-0.7, -0.2, -0.2], [0.0, 0.0, 0.2], [0.1, 0.0, -0.2], [-1.7, -0.7, -0.5], [0.0, -0.1, -0.2], [-0.1, -0.1, -0.1], [0.0, 0.1, -0.2], [-0.2, 0.0, -0.2], [-0.9, -0.1, 0.7], [0.1, -0.1, 0.1], [0.2, 0.1, -0.1], [0.3, -0.8, 1.2], [0.7, -0.9, -0.5], [-0.1, -0.8, -0.5], [-0.7, 1.0, -0.3], [0.0, 0.2, 0.0], [-0.4, 0.4, 0.9], [-0.1, 0.0, 0.0], [0.1, -0.1, 0.1], [-0.2, -0.1, -0.1], [0.2, 0.0, -0.1], [-0.4, 0.0, -0.3], [-1.0, 0.5, -0.8], [0.1, 0.2, 0.1], [0.1, 0.0, 0.0], [-0.1, -0.2, 0.1], [0.6, -0.3, -0.1], [2.3, 2.6, 1.6], [-0.1, -0.1, 0.0], [-0.1, -0.1, 0.1], [-1.9, 0.0, -2.6], [-0.6, 1.9, 1.1], [2.0, 0.8, -1.2], [0.1, -0.1, 0.1], [1.9, 0.2, -1.9], [0.0, -0.1, 0.1], [0.5, 2.6, -0.1], [1.1, -2.1, 0.4], [0.0, 0.0, -0.1], [0.1, 0.0, 0.0], [0.0, 0.0, -0.1], [-0.1, -0.1, 0.0], [-0.9, -2.6, 0.6], [-1.7, -0.8, -1.7], [-0.1, -0.1, 0.0], [0.0, 0.0, 0.0], [-1.9, 0.2, 1.9], [1.2, -1.5, 1.4], [0.0, -0.1, 0.0], [0.0, -0.1, 0.2], [0.0, 0.1, 0.0], [0.0, 0.1, 0.1], [1.7, -0.6, -1.8], [-0.9, 2.2, 0.5], [2.4, -0.2, 1.1], [0.1, 0.0, 0.1], [1.3, -2.2, -0.3], [-1.7, -1.2, -0.6], [-0.6, -2.1, 0.2], [-2.0, 1.0, 1.3], [0.1, 0.0, 0.0], [-0.1, 0.0, -0.1], [0.1, 0.1, 0.0], [0.0, -0.1, 0.1], [-0.4, 1.6, 1.7], [-0.1, 2.4, 0.3], [0.0, 0.0, 0.1], [0.0, 0.1, 0.1], [0.0, 0.0, 0.0], [2.4, 0.6, -0.3], [0.0, 0.1, 0.0], [0.0, 0.2, 0.0], [-0.1, 0.1, 0.1], [-0.1, 0.0, -0.1], [-0.1, 0.0, -0.1], [2.3, 0.4, 1.0], [0.9, -0.4, 2.2], [-0.2, -0.5, -2.4], [0.1, -0.1, 0.1], [0.0, 0.0, 0.0], [0.0, -0.1, -0.1], [0.1, 0.0, 0.0], [0.0, 0.1, 0.0], [0.0, 0.1, -0.1], [0.0, 0.1, -0.1], [-0.1, 0.0, 0.1], [1.9, 0.2, -1.4], [0.1, -0.1, 0.0], [0.1, 0.1, 0.0], [0.1, 0.0, 0.1], [0.0, -0.1, 0.0], [-0.1, 0.0, -0.1], [0.0, 0.0, 0.0], [0.0, -0.1, 0.0], [-2.1, -0.7, 0.2], [-1.2, 1.6, 0.2], [0.4, -1.7, -1.2], [0.0, 0.1, -0.1], [-0.1, 0.1, 0.0]], "e_tot_ha": -1472.2931, "lumo_ha": 0.08829, "total_charge": -1, "homo_ev": -2.33, "gap_ev": 4.730}

=====

(2)
{"formula": "C2H2N2O2", "method": "ωB97M-V with the def2-TZVPD basis set", "elements": ["O", "O", "N", "N", "C", "C", "H", "H"], "coordinates": [[-1.496, 1.164, -1.583], [-0.612, 1.348, 0.547], [0.103, -0.642, -0.523], [0.430, 0.481, 1.435], [0.674, -0.529, 0.665], [-0.870, 0.872, -0.622], [0.379, -1.480, -1.055], [1.391, -1.214, 1.135]], "forces_ev_per_angstrom": [[0.8, -0.3, 1.3], [0.8, -1.0, 0.1], [-0.4, 1.0, 0.2], [-1.1, 0.9, -1.0], [-0.1, 0.6, 0.4], [1.2, -2.1, -0.3], [-0.8, 1.1, -0.2], [-0.3, 0.0, -0.4]], "e_tot_ha": -337.3238, "lumo_ha": 0.01855, "homo_ev": -10.05, "smiles": "O=c1[nH]cno1", "relative_energy_kj_mol": 264.1, "gap_ev": 10.557}

=====

(3)
{"formula": "C27H30N4O5", "method": "ωB97M-V with the def2-TZVPD basis set", "elements": ["O", "O", "O", "O", "O", "N", "N", "N", "N", "C", "C", "C", "C", "C", "C", "C", "C", "C", "C", "C", "C", "C", "C", "C", "C", "C", "C", "C", "C", "C", "C", "C", "C", "C", "C", "C", "H", "H", "H", "H", "H", "H", "H", "H", "H", "H", "H", "H", "H", "H", "H", "H", "H", "H", "H", "H", "H", "H", "H", "H", "H", "H", "H", "H", "H", "H"], "coordinates": [[-4.618, 1.204, -0.404], [2.091, -2.741, 0.313], [-0.553, -1.491, 0.058], [-0.507, 3.531, -0.132], [-2.504, 0.400, -2.003], [0.751, -1.279, -1.769], [1.114, -2.800, -5.087], [1.943, -0.782, 1.446], [-2.797, -1.757, -1.393], [0.967, -1.407, -3.157], [3.006, 2.829, -0.545], [0.396, -1.247, 3.285], [-1.758, 2.877, -0.096], [1.865, -0.737, -0.992], [0.606, 2.796, -0.362], [1.819, 0.756, -0.802], [1.941, -1.539, 0.343], [0.929, 0.883, 4.506], [-5.069, -0.853, 0.318], [0.615, 1.425, -0.601], [1.842, -1.333, 2.782], [-0.392, -1.624, -1.141], [-5.655, 1.277, 0.430], [2.798, -0.599, 3.725], [0.897, -2.644, -3.797], [-4.249, -0.092, -0.482], [-5.983, 0.042, 0.909], [-3.105, -0.430, -1.345], [-0.028, 0.197, 3.537], [1.544, -0.464, -5.272], [1.315, -0.294, -3.918], [2.357, 0.842, 3.970], [1.425, -1.737, -5.810], [3.015, 1.463, -0.774], [-1.547, -2.123, -2.019], [1.816, 3.495, -0.336], [2.780, -1.003, -1.535], [1.395, 0.677, -3.453], [3.805, -0.616, 3.304], [0.672, -3.542, -3.238], [-0.049, 0.746, 2.592], [0.622, 1.919, 4.665], [3.949, 0.944, -0.929], [-6.077, 2.246, 0.609], [2.417, 1.416, 3.042], [1.809, 0.376, -5.896], [-0.311, 0.876, -0.639], [-2.492, 3.660, 0.083], [-1.986, 2.373, -1.039], [-5.035, -1.913, 0.469], [-1.504, -3.208, -2.119], [-0.256, -1.699, 2.537], [-1.800, 2.148, 0.721], [3.035, 1.311, 4.687], [-1.509, -1.655, -3.004], [2.820, -1.134, 4.676], [1.791, 4.557, -0.153], [-1.041, 0.211, 3.943], [0.892, 0.371, 5.471], [-6.771, -0.198, 1.592], [3.936, 3.377, -0.527], [0.313, -1.819, 4.211], [1.693, 0.190, 1.349], [2.135, -2.384, 2.694], [-3.112, -2.345, -0.638], [1.592, -1.922, -6.862]], "forces_ev_per_angstrom": [[0.5, 0.2, -0.4], [0.0, -0.4, -0.1], [-0.1, 0.0, 0.0], [0.4, 0.2, 0.0], [0.1, 0.0, 0.0], [0.5, 0.1, 0.1], [-0.1, -0.4, -0.3], [0.1, 0.4, 0.4], [0.0, -0.2, -0.1], [0.0, 0.0, -0.7], [-0.1, 0.1, 0.0], [0.0, 0.1, -0.3], [-0.3, -0.1, -0.1], [0.0, -0.3, 0.4], [0.2, 0.0, 0.0], [0.3, 0.3, -0.2], [0.3, 0.3, -0.3], [0.0, 0.2, -0.3], [0.6, 0.4, -0.5], [-0.2, 0.1, 0.0], [0.1, -0.4, 0.2], [-0.5, -0.1, -0.2], [-0.6, -0.5, 0.6], [0.0, 0.1, -0.2], [0.1, 0.3, 0.4], [-0.4, -0.7, 0.5], [0.0, 0.6, -0.1], [-0.1, -0.1, -0.1], [0.0, -0.2, 0.3], [0.0, -0.1, 0.1], [-0.1, -0.2, 0.0], [0.0, -0.2, 0.3], [0.1, 0.3, -0.1], [-0.1, -0.3, -0.1], [-0.2, 0.3, 0.1], [-0.2, 0.0, 0.0], [-0.2, 0.0, 0.2], [0.0, 0.1, 0.0], [0.0, -0.1, 0.0], [0.0, 0.0, 0.2], [-0.1, 0.1, -0.1], [0.0, 0.0, 0.1], [0.1, -0.1, 0.0], [0.0, 0.2, -0.1], [0.0, 0.1, -0.1], [0.0, 0.1, -0.1], [-0.1, -0.1, 0.0], [0.0, -0.1, 0.0], [0.0, 0.0, 0.1], [0.1, -0.2, 0.0], [0.0, 0.1, 0.0], [0.0, -0.1, 0.1], [0.0, 0.0, 0.0], [0.0, 0.1, -0.1], [0.0, -0.2, 0.1], [0.0, 0.0, 0.1], [0.0, 0.1, 0.0], [0.0, 0.1, -0.1], [0.0, 0.0, 0.1], [-0.2, 0.0, 0.1], [0.1, 0.1, 0.0], [0.0, -0.1, 0.1], [0.0, -0.1, -0.1], [0.0, 0.2, 0.0], [0.0, 0.1, 0.0], [0.0, 0.1, -0.1]], "e_tot_ha": -1642.1415, "lumo_ha": 0.02150, "homo_ev": -8.51, "smiles": "COc1cccc([C@@H](C(=O)NC2CCCCC2)N(C(=O)CNC(=O)c2ccco2)c2cccnc2)c1", "relative_energy_kj_mol": 219.6, "gap_ev": 9.099}